{"formula": "C44H30CsN9O10", "method": "wB97M-V/def2-TZVPD", "total_energy_ha": -2959.91235, "charge": -2, "symbols": ["Cs", "C", "C", "C", "C", "N", "C", "C", "C", "C", "C", "C", "N", "C", "C", "C", "C", "C", "N", "H", "H", "H", "H", "H", "H", "H", "H", "H", "H", "H", "O", "C", "O", "C", "C", "C", "C", "C", "C", "N", "C", "C", "C", "C", "C", "C", "N", "H", "H", "H", "H", "H", "H", "H", "H", "H", "H", "O", "C", "C", "C", "C", "C", "C", "C", "N", "C", "C", "N", "H", "H", "H", "H", "H", "H", "H", "O", "C", "O", "C", "C", "C", "C", "C", "C", "O", "N", "O", "O", "N", "O", "O", "H", "H"], "positions_angstrom": [[13.745, 12.860, 16.122], [12.119, 15.811, 20.342], [12.128, 17.155, 19.983], [12.685, 17.539, 18.785], [13.016, 16.582, 17.834], [12.887, 15.227, 18.111], [12.513, 14.867, 19.347], [13.674, 16.848, 16.563], [14.769, 17.758, 16.510], [15.432, 17.904, 15.284], [14.994, 17.181, 14.257], [13.856, 16.365, 14.321], [13.322, 16.104, 15.522], [13.434, 15.715, 13.100], [13.607, 16.458, 11.940], [13.259, 15.856, 10.722], [12.651, 14.618, 10.741], [12.380, 14.026, 11.995], [12.712, 14.573, 13.170], [11.949, 15.382, 21.375], [11.859, 17.822, 20.733], [12.710, 18.545, 18.417], [12.543, 13.774, 19.514], [15.012, 18.410, 17.346], [16.240, 18.600, 15.107], [15.433, 17.145, 13.302], [13.903, 17.451, 12.026], [13.530, 16.353, 9.846], [12.258, 14.092, 9.845], [11.859, 13.077, 12.076], [14.514, 9.220, 24.134], [14.529, 8.625, 22.871], [15.335, 7.763, 22.634], [13.724, 9.306, 21.913], [13.492, 8.645, 20.740], [12.667, 9.128, 19.747], [12.187, 10.474, 19.816], [12.365, 11.183, 21.024], [13.200, 10.613, 22.080], [11.498, 11.108, 18.761], [10.953, 10.400, 17.832], [10.257, 11.111, 16.706], [9.144, 10.540, 16.136], [8.604, 11.154, 14.993], [8.954, 12.455, 14.741], [9.902, 13.088, 15.540], [10.576, 12.412, 16.455], [13.585, 9.436, 24.398], [13.995, 7.658, 20.603], [12.359, 8.545, 18.858], [11.947, 12.170, 21.167], [13.385, 11.309, 22.910], [10.883, 9.339, 17.738], [8.903, 9.511, 16.407], [8.059, 10.510, 14.351], [8.339, 13.080, 14.052], [10.200, 14.163, 15.390], [15.678, 11.803, 18.079], [16.745, 11.201, 18.265], [17.660, 11.481, 19.377], [18.997, 11.105, 19.312], [19.435, 10.123, 18.404], [18.595, 9.670, 17.445], [17.233, 10.075, 17.446], [16.223, 9.477, 16.648], [14.946, 9.264, 17.021], [14.372, 8.605, 15.977], [15.335, 8.335, 15.009], [16.454, 8.943, 15.402], [17.368, 12.255, 20.041], [19.741, 11.552, 19.967], [20.408, 9.675, 18.403], [18.888, 8.855, 16.801], [13.265, 8.456, 16.068], [15.112, 7.841, 14.064], [17.361, 9.015, 14.862], [15.871, 11.922, 13.713], [15.759, 10.967, 12.942], [16.565, 10.063, 12.626], [14.468, 10.833, 12.127], [14.416, 11.025, 10.806], [13.219, 10.950, 10.087], [12.083, 10.390, 10.777], [12.270, 10.087, 12.141], [13.342, 10.442, 12.958], [13.322, 10.616, 14.176], [11.184, 9.443, 12.780], [11.504, 8.619, 13.698], [10.043, 9.774, 12.504], [13.262, 10.873, 8.684], [12.411, 10.107, 8.201], [14.119, 11.546, 8.079], [15.320, 11.460, 10.339], [11.170, 10.325, 10.180]]}